1.
# C6H16N2O

A molecular structure, C6H16N2O at a distorted geometry (ωB97M-V/def2-TZVPD, the Open Molecules 2025 dataset).

For the energy, the calculation gives -11507.0555 eV. As for the HOMO energy: -8.10 eV. The net charge is 0. Its lowest unoccupied orbital energy is 0.41 eV.

```
25
Properties=species:S:1:pos:R:3:forces:R:3:nbo_charge:R:1
C 1.1103 0.4368 -0.0698 0.302 -1.113 1.814 -0.3323
C 1.3029 0.8436 -1.5326 -0.566 -0.488 0.037 -0.6212
C 2.4770 0.0088 0.4820 0.075 0.275 -0.057 -0.6026
C 0.5967 1.6375 0.7288 -0.012 -0.329 0.009 -0.6169
H -0.5724 -0.3097 -0.8007 -2.048 -1.131 -0.372 0.2876
H 0.3766 1.2270 -1.9653 -0.061 -0.024 -0.111 0.2038
H 2.8644 -0.8571 -0.0572 -0.009 -0.065 -0.003 0.2035
H 0.4815 1.3806 1.7840 -0.020 0.006 0.068 0.1952
H 1.6323 -0.0044 -2.1359 0.024 0.026 -0.085 0.2077
H 2.0447 1.6439 -1.6344 0.066 -0.082 0.192 0.2013
H 3.2177 0.8109 0.3862 0.069 0.044 -0.001 0.1885
H 2.4166 -0.2518 1.5402 -0.002 -0.046 0.060 0.1932
H 1.2871 2.4862 0.6802 -0.015 0.054 -0.097 0.1963
H -0.3776 1.9643 0.3605 -0.065 0.120 -0.028 0.1937
C -1.5402 -1.4527 0.5617 1.294 1.025 1.796 0.5833
N -0.3489 -1.7041 1.0109 -1.526 -1.271 -0.065 -0.7590
N -2.7126 -0.1293 -1.2248 -0.052 0.115 0.058 -0.8180
C -1.5950 -0.9398 -0.8151 1.362 0.730 -0.768 -0.3461
O -2.6284 -1.2039 1.3332 -0.104 -0.349 -0.209 -0.6737
H -2.4031 -1.2431 2.2728 0.077 -0.155 -0.147 0.4875
H -0.2656 -1.9441 1.9935 -0.182 0.054 0.102 0.3608
H 0.4651 -0.6585 0.4509 1.394 2.607 -2.108 0.3231
H -2.8260 0.6622 -0.6004 -0.065 -0.106 -0.089 0.3598
H -3.5791 -0.6523 -1.2243 0.003 0.040 0.027 0.3604
H -1.4239 -1.7509 -1.5243 0.061 0.063 -0.025 0.2244
```
Forces are in eV/Å.


2.
# C7H13N3O5

C7H13N3O5 in the gas phase at a distorted geometry (ωB97M-V/def2-TZVPD, the Open Molecules 2025 dataset).

For the energy, the calculation gives -22177.7153 eV. As for the HOMO energy: -9.83 eV. The net charge is 0. Its lowest unoccupied orbital energy is -0.05 eV.

```
28
Properties=species:S:1:pos:R:3:forces:R:3:nbo_charge:R:1
N -0.1735 -0.7222 2.4969 -1.557 3.045 3.110 -0.8418
C 0.9850 -0.0383 2.4755 1.347 -0.276 -1.859 0.6723
O 1.2517 0.8476 3.2408 -0.193 0.951 1.135 -0.6165
C 1.8907 -0.2851 1.2733 -1.175 -1.289 0.737 -0.5007
C 1.4529 0.6854 0.1726 1.445 0.035 -1.316 -0.1679
N 0.0463 0.9330 -0.2132 0.887 0.315 0.444 -0.6067
C -0.8066 -0.0170 -0.6340 -0.602 -0.546 2.856 0.6853
O -0.4669 -1.2184 -0.6061 -0.087 0.958 -1.053 -0.6982
C -2.2753 0.4622 -0.7436 0.909 -1.495 -0.400 -0.1628
N -2.3127 1.6340 -1.6059 -0.288 0.943 0.020 -0.8692
C -3.1151 -0.7836 -1.2052 1.009 0.072 -1.015 -0.0704
O -3.1343 -1.8684 -0.2700 0.955 0.816 -0.245 -0.7244
C 2.3698 0.3004 -1.0802 2.506 2.059 1.040 0.7784
O 3.5414 0.6943 -1.0754 -2.803 -1.213 -0.387 -0.5803
O 1.8028 -0.4346 -2.0381 0.369 0.578 0.887 -0.6498
H -0.8183 -0.1510 3.1352 0.796 -2.002 -1.230 0.4111
H -0.4833 -1.4921 1.9801 -0.209 -0.880 -0.946 0.4178
H 1.6703 -1.3270 1.0025 0.848 0.113 -0.304 0.2209
H 2.9534 -0.0226 1.5082 -1.009 -0.642 -0.244 0.2696
H 1.9040 1.5743 0.6149 -0.569 0.631 -0.838 0.2610
H -0.3247 1.8671 -0.0237 0.267 -0.593 -0.352 0.4264
H -2.6258 0.6414 0.2956 0.374 0.334 -0.467 0.2199
H -1.4769 1.9117 -2.1847 -1.389 -0.704 1.254 0.3946
H -2.7553 2.4280 -1.1271 0.508 -0.447 -0.750 0.3830
H -4.1098 -0.4120 -1.4568 -0.039 -0.436 0.123 0.1934
H -2.5929 -1.2010 -2.0993 -0.726 0.655 0.089 0.1699
H -2.1976 -2.1785 -0.3561 -1.053 0.037 0.410 0.4890
H 0.9701 -0.6609 -1.5942 -0.522 -1.021 -0.700 0.4961
```
Forces are in eV/Å.